C20H15Cl2IrN7O3S | ωB97M-V/def2-TZVPD

The geometry in ORCA input format:
```
! RIJCOSX wB97M-V def2-TZVPD def2/J DEFGRID3
* xyz 2 2
Ir -0.059 0.354 -0.044
Cl -6.159 -1.515 3.167
C -4.654 -1.635 2.403
C -3.960 -0.510 2.124
C -2.698 -0.572 1.444
N -1.934 0.435 1.108
C -2.352 1.798 1.382
O -3.499 2.108 1.517
C -1.252 2.809 1.501
C -1.567 4.052 2.021
C -0.539 4.967 2.207
C 0.751 4.603 1.864
C 0.971 3.343 1.323
N -0.011 2.468 1.143
C -2.181 -1.961 1.090
C -2.980 -3.120 1.425
C -4.156 -2.981 2.052
Cl -5.087 -4.337 2.470
N -1.061 -1.987 0.477
C -0.363 -3.177 0.154
O -0.251 -4.088 0.934
C 0.267 -3.140 -1.192
C 0.493 -4.337 -1.852
C 0.987 -4.282 -3.148
C 1.241 -3.043 -3.708
C 1.016 -1.902 -2.947
N 0.538 -1.938 -1.708
H -4.385 0.440 2.389
H -2.592 4.280 2.276
H -0.746 5.947 2.615
H 1.582 5.282 1.998
H 1.959 3.037 0.999
H -2.596 -4.100 1.189
H 0.268 -5.274 -1.362
H 1.158 -5.190 -3.710
H 1.614 -2.951 -4.719
H 1.238 -0.920 -3.349
N 1.228 -0.449 1.538
N 2.584 -0.560 1.166
C 3.046 0.036 0.052
N 4.348 -0.045 -0.186
S 2.027 0.890 -0.999
H 1.138 0.140 2.367
H 0.901 -1.382 1.783
H 3.195 -1.060 1.796
H 5.000 -0.481 0.448
H 4.719 0.359 -1.032
O -1.572 1.614 -2.297
C -0.997 1.117 -1.459
*
```

Energy above the lowest of the compared OMol25 structures with the same formula, charge and spin in kJ/mol: 100.7
HOMO energy (spin up / spin down) in eV: -13.73 / -14.27
Max |F| in eV/Å: 1.52
Energy in Eh: -2802.563539